# C57H74BN7S2Si3SnTe2

C57H74BN7S2Si3SnTe2 as an isolated structure (wB97M-V/def2-TZVPD, the Open Molecules 2025 dataset).

## Properties
E_tot	-5039.89654	a.u.
HOMO	-6.093	eV
F_max	1.8	eV Å⁻¹
Kohn-Sham gap	0.234	Eh
ΔE to the lowest compared entry with this formula, charge and spin	2.391	eV

Last column: Mulliken charge in e.
Geometry (Å):
1 Sn 0.327 0.382 0.619  0.540
2 C -1.060 -5.064 3.042  -1.544
3 C -1.075 -3.579 3.045  0.662
4 C -2.035 -2.750 3.589  -1.245
5 C -1.594 -1.449 3.299  -1.082
6 N -0.449 -1.519 2.617  0.047
7 N -0.129 -2.799 2.464  0.320
8 B 1.287 -3.289 2.087  -1.404
9 N 1.366 -3.940 0.675  -0.127
10 N 1.256 -3.266 -0.487  1.453
11 C 1.498 -4.128 -1.478  -0.026
12 C 1.761 -5.389 -0.949  -1.044
13 C 1.680 -5.228 0.421  0.782
14 C 1.902 -6.327 1.400  -1.174
15 C 1.582 -3.804 -2.910  -0.697
16 C 0.570 -4.149 -3.800  0.222
17 C 0.705 -3.876 -5.150  -0.788
18 C 1.871 -3.305 -5.631  -0.489
19 C 2.913 -3.026 -4.760  -0.798
20 C 2.771 -3.274 -3.410  -0.019
21 N 2.370 -2.202 2.257  0.370
22 N 2.217 -0.876 2.182  0.621
23 C 3.349 -0.308 2.598  -0.422
24 C 4.269 -1.306 2.940  -0.947
25 C 3.608 -2.493 2.715  0.134
26 C 4.165 -3.857 2.900  -1.550
27 C 3.538 1.118 2.816  -0.082
28 C 4.812 1.687 2.768  -0.241
29 C 5.005 3.017 3.092  -0.847
30 C 3.935 3.798 3.500  -0.564
31 C 2.667 3.245 3.542  -0.301
32 C 2.470 1.926 3.188  1.034
33 C -2.147 -0.169 3.713  0.646
34 C -3.503 0.019 3.975  0.126
35 C -3.967 1.251 4.403  -0.840
36 C -3.089 2.308 4.586  -0.475
37 C -1.736 2.125 4.343  -0.230
38 C -1.274 0.901 3.904  -0.661
39 H -1.936 -5.447 3.560  0.459
40 H -1.059 -5.443 2.021  0.219
41 H -0.171 -5.439 3.547  0.254
42 H -2.896 -3.051 4.154  0.601
43 H 1.544 -4.153 2.868  0.030
44 H 1.991 -6.288 -1.487  0.565
45 H 2.162 -7.224 0.843  0.410
46 H 2.713 -6.106 2.088  0.186
47 H 1.007 -6.525 1.985  0.136
48 H -0.329 -4.625 -3.434  0.440
49 H -0.105 -4.108 -5.826  0.385
50 H 1.984 -3.090 -6.684  0.405
51 H 3.838 -2.611 -5.139  0.413
52 H 3.573 -3.060 -2.719  0.682
53 H 5.259 -1.187 3.336  0.630
54 H 5.191 -3.776 3.250  0.437
55 H 3.591 -4.423 3.632  0.362
56 H 4.154 -4.399 1.957  0.216
57 H 5.655 1.077 2.476  0.430
58 H 5.997 3.443 3.032  0.413
59 H 4.089 4.828 3.787  0.423
60 H 1.825 3.841 3.860  0.464
61 H 1.484 1.492 3.227  -0.417
62 H -4.184 -0.808 3.844  0.383
63 H -5.020 1.387 4.609  0.396
64 H -3.451 3.266 4.933  0.423
65 H -1.035 2.927 4.527  0.506
66 H -0.225 0.728 3.732  0.705
67 C -2.539 5.400 2.354  -0.673
68 Si -3.486 4.931 0.771  0.166
69 C -5.144 4.122 1.255  -0.702
70 C -3.751 6.442 -0.366  -1.220
71 C -2.449 3.678 -0.215  0.081
72 Te -2.376 1.731 0.755  -1.067
73 C -3.525 0.783 -0.816  -0.208
74 Si -4.764 -0.490 -0.124  0.400
75 C -3.885 -1.956 0.725  -0.422
76 C -5.829 -1.088 -1.589  -1.086
77 C -5.860 0.376 1.172  -0.673
78 H -3.081 6.134 2.941  0.433
79 H -1.564 5.813 2.125  0.314
80 H -2.387 4.522 2.974  -0.127
81 H -5.772 4.797 1.828  0.484
82 H -4.959 3.242 1.867  -0.046
83 H -5.710 3.803 0.385  0.284
84 H -4.159 7.282 0.185  0.347
85 H -4.434 6.218 -1.179  0.324
86 H -2.810 6.761 -0.804  0.351
87 H -1.431 4.032 -0.328  -0.582
88 H -2.863 3.532 -1.209  0.541
89 H -2.851 0.334 -1.539  -0.392
90 H -4.067 1.579 -1.317  0.746
91 H -3.774 -2.808 0.060  0.597
92 H -4.447 -2.300 1.589  0.497
93 H -2.896 -1.677 1.081  -0.613
94 H -5.213 -1.319 -2.453  0.185
95 H -6.545 -0.330 -1.890  0.378
96 H -6.385 -1.983 -1.331  0.332
97 H -5.252 0.767 1.983  -0.273
98 H -6.582 -0.314 1.600  0.416
99 H -6.409 1.206 0.740  0.328
100 S 3.394 -0.348 -1.432  -0.070
101 C 4.920 -0.845 -1.133  -0.249
102 N 6.019 -0.356 -1.737  -0.184
103 C 7.274 -1.016 -1.452  -0.612
104 C 7.106 -1.552 -0.041  -0.670
105 S 5.359 -2.106 0.010  0.135
106 H 5.906 0.298 -2.496  0.271
107 H 8.099 -0.305 -1.522  0.379
108 H 7.446 -1.844 -2.157  0.270
109 H 7.209 -0.759 0.702  0.160
110 H 7.767 -2.379 0.197  0.471
111 C -0.322 -0.036 -3.573  -0.927
112 Te 0.496 -1.107 -1.859  -0.708
113 C -1.388 -2.123 -1.919  -0.218
114 C -2.073 -1.774 -3.198  0.726
115 C -3.216 -2.448 -3.615  -0.967
116 C -3.857 -2.090 -4.787  -0.580
117 C -3.373 -1.039 -5.550  -0.814
118 C -2.238 -0.367 -5.141  -0.773
119 C -1.573 -0.738 -3.979  0.826
120 H 0.425 -0.118 -4.368  0.803
121 H -0.501 1.025 -3.419  -0.047
122 H -2.005 -1.843 -1.069  -0.574
123 H -1.208 -3.192 -1.846  0.776
124 H -3.604 -3.261 -3.016  0.475
125 H -4.742 -2.623 -5.102  0.495
126 H -3.873 -0.746 -6.462  0.413
127 H -1.848 0.453 -5.728  0.553
128 C 0.973 4.162 0.846  -1.087
129 Si 1.386 2.704 -0.376  2.287
130 C 3.311 2.726 -0.442  -0.882
131 C 0.880 3.538 -2.043  0.111
132 C -0.338 3.263 -2.652  -0.003
133 C -0.729 3.887 -3.823  -1.063
134 C 0.097 4.837 -4.399  -0.855
135 C 1.312 5.135 -3.804  -0.786
136 C 1.701 4.485 -2.647  -0.739
137 H 0.524 5.007 0.333  0.651
138 H 1.876 4.520 1.328  0.728
139 H 0.288 3.842 1.628  -0.220
140 H 3.722 3.697 -0.177  0.568
141 H 3.676 2.455 -1.428  0.503
142 H 3.702 1.998 0.262  -0.277
143 H -1.001 2.547 -2.180  0.943
144 H -1.673 3.631 -4.286  0.491
145 H -0.203 5.348 -5.302  0.391
146 H 1.957 5.878 -4.254  0.456
147 H 2.656 4.721 -2.201  0.382

***

# C57H75GeN4OP3RbSi

C57H75GeN4OP3RbSi as an isolated structure (wB97M-V/def2-TZVPD, the Open Molecules 2025 dataset).

## Properties
E_tot	-5925.93633	a.u.
HOMO (spin up / spin down)	-7.026 / -7.971	eV
2S+1	2
⟨S²⟩	0.755
F_max	0.5	eV Å⁻¹
Kohn-Sham gap (spin up / spin down)	0.264 / 0.252	Eh

Last column: Mulliken charge in e.
Geometry (Å):
1 Rb -0.012 0.614 -0.806  2.256
2 C 1.144 -5.267 -1.160  -1.526
3 C 1.569 -3.866 -1.599  1.970
4 C 2.293 -3.885 -2.947  -1.733
5 P 0.271 -2.530 -1.610  0.247
6 C -0.957 -3.158 -0.371  -2.264
7 N -0.422 -3.215 0.979  1.304
8 Ge 0.313 -1.648 1.972  -0.934
9 N 2.228 -1.598 2.186  0.591
10 C 3.032 -0.387 2.103  -1.611
11 P 2.976 0.518 0.482  0.786
12 C 4.099 -0.496 -0.595  2.169
13 C 5.605 -0.371 -0.383  -1.996
14 C 3.733 -0.295 -2.073  -1.470
15 C 3.812 2.111 0.952  0.762
16 C 4.087 2.950 -0.299  -1.470
17 C 5.032 2.053 1.871  -1.527
18 C 2.785 -2.861 2.185  0.176
19 C 4.045 -3.240 1.723  -0.377
20 C 4.424 -4.581 1.747  -0.953
21 C 3.570 -5.565 2.218  -1.150
22 C 2.322 -5.199 2.718  0.123
23 C 1.961 -3.872 2.719  -0.237
24 N 0.718 -3.362 3.278  0.962
25 C -0.445 -4.212 3.113  -0.076
26 C -0.956 -5.028 4.097  -0.295
27 C -2.100 -5.778 3.832  -1.082
28 C -2.711 -5.673 2.591  -0.765
29 C -2.206 -4.833 1.606  -0.982
30 C -1.051 -4.090 1.849  0.356
31 C 0.857 -2.769 4.597  -0.491
32 C 1.576 -3.351 5.617  0.159
33 C 1.599 -2.750 6.871  -1.204
34 C 0.888 -1.576 7.065  -0.860
35 C 0.184 -0.975 6.027  -1.043
36 C 0.170 -1.557 4.756  0.687
37 N -0.445 -1.028 3.636  0.596
38 C -1.052 0.284 3.797  -2.298
39 P -1.448 1.147 2.215  0.738
40 C -3.103 0.448 1.736  1.137
41 C -3.504 0.880 0.318  -1.347
42 C -4.271 0.650 2.699  -1.823
43 C -1.658 2.876 2.856  0.658
44 C -2.378 3.069 4.191  -1.523
45 C -2.255 3.767 1.766  -1.636
46 C -0.738 -2.703 -3.162  0.686
47 C -1.431 -4.045 -3.389  -1.693
48 C -1.758 -1.553 -3.223  -1.390
49 H 2.016 -5.926 -1.147  0.502
50 H 0.411 -5.707 -1.838  0.172
51 H 0.725 -5.260 -0.152  0.177
52 H 2.275 -3.498 -0.846  -1.113
53 H 1.664 -4.327 -3.724  0.301
54 H 3.203 -4.486 -2.876  0.472
55 H 2.577 -2.881 -3.274  0.352
56 H -1.230 -4.174 -0.659  0.674
57 H -1.872 -2.556 -0.451  0.396
58 H 4.052 -0.615 2.422  0.799
59 H 2.647 0.339 2.831  0.253
60 H 3.792 -1.513 -0.323  -1.217
61 H 5.972 0.589 -0.752  0.396
62 H 6.125 -1.155 -0.940  0.425
63 H 5.894 -0.455 0.666  0.404
64 H 3.929 0.727 -2.402  0.312
65 H 2.678 -0.511 -2.254  0.107
66 H 4.325 -0.964 -2.704  0.477
67 H 3.009 2.611 1.507  0.334
68 H 4.886 2.512 -0.901  0.136
69 H 4.404 3.957 -0.018  0.512
70 H 3.199 3.045 -0.927  0.215
71 H 5.889 1.592 1.384  0.228
72 H 4.830 1.506 2.793  0.297
73 H 5.323 3.070 2.151  0.495
74 H 4.728 -2.501 1.325  0.319
75 H 5.405 -4.854 1.376  0.453
76 H 3.869 -6.605 2.209  0.456
77 H 1.636 -5.942 3.109  0.486
78 H -0.474 -5.072 5.066  0.557
79 H -2.511 -6.427 4.593  0.455
80 H -3.608 -6.242 2.382  0.412
81 H -2.737 -4.752 0.666  0.498
82 H 2.119 -4.271 5.429  0.549
83 H 2.157 -3.199 7.681  0.422
84 H 0.883 -1.107 8.041  0.425
85 H -0.352 -0.055 6.217  0.569
86 H -0.358 0.968 4.305  0.877
87 H -1.938 0.213 4.435  0.795
88 H -2.872 -0.627 1.708  -0.040
89 H -3.815 1.925 0.283  0.054
90 H -4.350 0.279 -0.027  0.571
91 H -2.706 0.771 -0.417  -0.007
92 H -4.614 1.686 2.678  0.342
93 H -4.019 0.390 3.729  0.376
94 H -5.113 0.023 2.395  0.442
95 H -0.614 3.178 2.998  0.439
96 H -3.429 2.794 4.127  0.222
97 H -2.331 4.124 4.476  0.481
98 H -1.923 2.493 4.998  0.300
99 H -3.327 3.592 1.651  0.098
100 H -1.791 3.605 0.791  0.238
101 H -2.127 4.821 2.024  0.590
102 H -0.013 -2.546 -3.966  0.718
103 H -2.219 -4.213 -2.651  0.247
104 H -0.740 -4.887 -3.346  0.293
105 H -1.906 -4.055 -4.374  0.531
106 H -2.460 -1.604 -2.384  0.201
107 H -2.355 -1.637 -4.135  0.526
108 H -1.309 -0.557 -3.230  0.142
109 O -1.030 1.933 -2.721  0.715
110 Si -1.530 3.303 -3.316  -1.760
111 C -2.937 4.100 -2.318  0.609
112 C -4.213 3.520 -2.365  -0.268
113 C -5.257 3.990 -1.577  -0.726
114 C -5.050 5.066 -0.720  -0.481
115 C -3.798 5.662 -0.658  -0.582
116 C -2.756 5.178 -1.446  -0.451
117 C -0.125 4.581 -3.398  0.252
118 C -0.309 5.932 -3.714  -0.088
119 C 0.765 6.812 -3.787  -0.706
120 C 2.057 6.355 -3.552  -0.523
121 C 2.265 5.016 -3.245  -0.453
122 C 1.184 4.145 -3.169  -0.507
123 C -2.205 3.118 -5.075  0.450
124 C -3.067 4.039 -5.678  -0.014
125 C -3.513 3.866 -6.983  -0.664
126 C -3.102 2.759 -7.717  -0.425
127 C -2.250 1.828 -7.137  -0.520
128 C -1.809 2.008 -5.830  -0.364
129 H -4.392 2.684 -3.036  0.433
130 H -6.234 3.523 -1.636  0.393
131 H -5.864 5.442 -0.111  0.380
132 H -3.630 6.504 0.004  0.434
133 H -1.782 5.652 -1.377  0.411
134 H -1.310 6.308 -3.907  0.306
135 H 0.596 7.855 -4.032  0.378
136 H 2.896 7.038 -3.614  0.373
137 H 3.273 4.652 -3.072  0.447
138 H 1.344 3.096 -2.938  0.591
139 H -3.409 4.903 -5.114  0.296
140 H -4.183 4.593 -7.429  0.389
141 H -3.448 2.622 -8.735  0.362
142 H -1.929 0.962 -7.705  0.387
143 H -1.151 1.276 -5.372  0.181